This record from the OMol25 dataset describes a 3-piece molecular cluster, C27H54NO8P2S overall in a non-equilibrium geometry. The level of theory is ωB97M-V/def2-TZVPD.

Last column: Löwdin charge in e.
Element x y z (Å)
H: 4.518 4.736 -4.400  0.112
C: -11.751 0.068 3.506  -0.087
C: -6.817 0.915 3.325  -0.288
C: -10.388 -2.492 6.546  -0.072
C: 11.314 2.310 -1.833  0.001
H: -11.342 0.888 2.914  0.088
O: -2.440 -1.595 0.092  -0.164
C: -9.077 -1.733 6.629  -0.275
C: 5.524 3.967 -2.603  -0.203
P: -1.396 -2.809 0.022  0.468
O: -9.653 -1.210 3.223  -0.166
C: -2.425 -4.699 -1.509  -0.275
H: -6.449 0.949 2.297  0.112
H: 2.478 3.306 -4.155  0.117
H: -12.826 0.013 3.336  0.084
O: -1.781 -3.426 -1.418  -0.183
C: 3.453 2.967 -3.797  -0.236
H: 8.232 0.824 -4.694  0.115
H: 8.173 -1.549 -3.382  0.112
H: -3.235 -3.456 2.031  0.069
C: 8.918 2.833 -3.134  -0.162
H: 1.463 -0.867 0.241  0.110
H: -4.325 -3.810 -2.014  0.085
H: 6.741 2.283 -2.097  0.090
H: -10.758 -2.729 7.544  0.080
H: 2.983 -2.856 -0.226  0.075
H: 9.778 -0.042 -4.396  0.137
C: 8.040 -0.324 -1.686  0.030
H: 7.332 0.441 -1.377  0.055
C: -3.639 -1.656 0.895  -0.253
H: 1.794 0.337 -2.392  0.062
H: 1.866 1.002 -4.001  0.074
O: -8.910 0.873 5.131  -0.219
H: -11.591 0.308 4.561  0.068
H: 3.628 4.885 -2.903  0.115
C: 2.019 -2.706 -0.717  -0.072
C: 3.181 2.041 -2.609  -0.257
H: -11.152 -1.895 6.041  0.061
C: 1.089 -1.890 0.156  -0.294
H: 11.128 0.386 -2.673  0.153
H: -9.227 -0.755 7.091  0.111
H: 11.246 4.342 -1.164  0.123
H: 1.595 -3.682 -0.952  0.078
P: -8.884 -0.385 4.366  0.467
H: -8.371 -2.284 7.249  0.118
H: -4.445 -2.097 0.304  0.107
H: -4.363 -2.337 2.800  0.081
C: 9.554 3.835 -2.393  -0.484
C: -11.092 -1.244 3.133  -0.258
C: 6.371 2.752 -3.012  -0.159
H: -4.928 0.165 4.032  0.062
C: 7.634 3.100 -3.864  -0.119
H: 5.811 1.988 -3.548  0.105
H: -4.414 -5.530 -1.588  0.081
H: 2.496 2.489 -1.887  0.114
H: -11.472 -2.062 3.749  0.105
H: -2.185 -5.093 -2.496  0.118
N: 9.514 1.619 -3.196  0.007
C: 8.936 0.478 -3.945  -0.085
H: -2.015 -5.392 -0.771  0.110
H: 6.163 4.846 -2.717  0.068
H: -5.972 0.750 5.313  0.078
H: 7.620 2.560 -4.807  0.110
H: -5.145 1.910 4.262  0.078
H: -11.324 -1.489 2.097  0.119
O: -0.736 -3.846 0.833  -0.221
H: 7.627 4.158 -4.120  0.092
H: -2.625 -1.977 2.771  0.088
O: -0.207 -1.805 -0.425  -0.200
H: 1.041 -2.298 1.166  0.105
C: 2.476 0.766 -3.125  -0.102
S: 8.910 5.490 -2.253  0.870
C: -3.929 -4.582 -1.354  -0.072
H: -10.262 -3.419 5.986  0.084
H: -3.922 -0.623 1.097  0.115
H: 2.189 -2.196 -1.668  0.060
C: -3.454 -2.398 2.201  -0.084
O: -8.463 -1.594 5.346  -0.183
O: -7.552 -0.300 3.454  -0.201
H: 12.254 2.066 -1.360  0.131
C: 10.679 1.364 -2.576  -0.015
H: -7.462 1.782 3.463  0.105
C: 4.281 4.215 -3.469  -0.193
H: 8.214 5.369 -1.112  -0.088
H: 8.458 -0.954 -0.907  0.073
H: 4.093 1.713 -2.107  0.089
H: -4.195 -4.315 -0.328  0.062
H: 3.200 0.021 -3.458  0.070
C: 10.748 3.576 -1.741  -0.032
C: -5.650 0.943 4.290  -0.069
H: 5.265 3.951 -1.545  0.115
C: 8.337 -0.548 -2.987  -0.112
H: 3.886 2.367 -4.604  0.108

Summary:
Total charge: +1
E_HOMO, eV: -11.2
Lowest unoccupied orbital energy, eV: -4.07
Molar mass, g/mol: 614.743